1.
# C10H22BN3O4

An isolated molecule of C10H22BN3O4 in a non-equilibrium geometry (ωB97M-V/def2-TZVPD, the Open Molecules 2025 dataset).

Results
- E (Ha) = -884.36244
- SMILES string = NCCN1C[C@H](CCCB(O)O)[C@](N)(C(=O)O)C1
- strongest force on any atom (eV/A) = 4.0
- highest occupied orbital energy (Ha) = -0.3174
- E_LUMO (eV) = 0.2
- ΔE to the lowest compared entry with this formula, charge and spin (eV) = 0.404
- gap between HOMO and LUMO (eV) = 8.806

XYZ file:
```
40
Properties=species:S:1:pos:R:3:nbo_charge:R:1
C -0.26399 -0.10556 2.59267 -0.25
O -2.50549 -1.41638 1.71144 -0.68
C -0.13945 -1.23331 -0.55611 -0.41
H 1.33645 0.56093 -0.10857 0.20
H 0.93329 -3.18123 2.80231 0.37
H -0.87747 -1.99727 -0.60934 0.21
C -0.33477 -0.96584 -3.13023 -0.79
H -1.28151 0.20298 2.30835 0.21
H 1.32572 -0.17820 -2.01826 0.21
H -0.10190 -0.01969 3.65885 0.23
H -0.02674 3.41469 -0.83480 0.34
H -1.09239 -1.75040 -3.08876 0.21
O -1.41127 -3.37053 1.67234 -0.59
C 0.19881 2.11641 1.33740 -0.22
H 1.81291 3.48927 1.42225 0.18
C 0.72159 -1.33331 0.71036 -0.24
N 0.76217 0.82577 1.95629 -0.45
H 1.21547 -1.90231 -2.09266 0.20
H 1.53427 3.68631 -1.34650 0.37
H 1.47481 -2.14957 0.63683 0.22
B -1.10530 0.33787 -3.36827 1.10
H -0.83608 -0.39069 -0.35928 0.19
O -0.42200 1.49884 -3.76426 -0.87
C 0.63030 -1.03119 -1.93553 -0.38
H 2.18868 2.32766 0.12948 0.19
C 1.34106 2.88334 0.60136 -0.24
H 1.60861 -1.71569 3.15374 0.35
H -2.99470 -0.40843 -2.94213 0.51
H -0.35436 2.75020 2.09191 0.22
H -0.52731 1.83390 0.53328 0.15
O -2.50099 0.40238 -3.24677 -0.92
H 2.49388 -0.07017 1.13452 0.20
C -1.40311 -2.18265 1.80307 0.81
C -0.05369 -1.48988 2.02422 0.00
H 0.03257 -1.01377 -4.16241 0.25
N 0.75149 -2.22298 3.12010 -0.81
C 1.41029 0.03687 0.86364 -0.24
H -1.29466 2.03008 -3.69908 0.49
N 0.95535 3.76111 -0.52646 -0.84
H -3.20055 -2.02956 1.52502 0.50
```

---

2.
# C7H18B2N3S2

A 2-piece molecular cluster, C7H18B2N3S2 overall in a non-equilibrium geometry (ωB97M-V/def2-TZVPD, the Open Molecules 2025 dataset).

Results
- E (Ha) = -1287.49690
- strongest force on any atom (eV/A) = 5.7
- highest occupied orbital energy (spin up / spin down) (Ha) = -0.3775 / -0.3774
- charge = +1
- E_LUMO (spin up / spin down) (eV) = -4.7 / -4.1
- ΔE to the lowest compared entry with this formula, charge and spin (eV) = 4.860
- gap between HOMO and LUMO (spin up / spin down) (eV) = 5.597 / 6.209

XYZ file:
```
32
Properties=species:S:1:pos:R:3:nbo_charge:R:1
N -3.74663 5.04910 0.33680 -0.72
H -4.41969 4.32795 -0.06107 0.47
H -2.83933 4.77997 2.25485 0.18
H 1.40942 -1.59151 2.84431 0.19
H -1.60726 -1.21121 -0.44587 0.24
H -3.02341 5.39433 -0.27243 0.44
H -1.23359 -0.79273 -2.22760 0.27
H 3.50613 -1.82304 -2.70371 0.20
C 2.12534 -2.92477 0.87061 -0.22
C 0.56359 -1.66261 2.27391 -0.39
S 0.11112 1.28308 0.78288 0.09
H 0.09141 -2.68146 2.52515 0.19
H 0.59276 0.51734 -1.61940 0.24
B 1.09727 -1.25109 -0.35290 0.88
H 2.64010 -2.62777 1.78358 0.19
C 2.45203 -1.28946 -2.52373 -0.39
N 2.12787 -1.80318 -1.18566 -0.64
H 3.81229 -2.58521 -0.64112 0.20
H 1.86712 -3.91417 1.14186 0.20
S -2.44331 1.05432 -1.07355 0.07
C 0.19781 0.10804 -0.69512 -0.57
H -3.79492 3.48124 1.91973 0.19
H 1.84614 -1.68441 -3.27615 0.19
H -4.06456 5.87576 0.76066 0.43
H 2.58874 -3.71678 -1.14227 0.20
B -1.53649 1.69790 0.33997 0.27
N 1.07548 -1.89804 0.91207 -0.64
C -3.19047 4.19872 1.49649 -0.38
H -0.22738 -0.83845 2.25848 0.22
H 2.51548 -0.25250 -2.64821 0.20
C -1.25813 -0.30945 -1.13170 -0.56
C 2.76507 -2.90993 -0.50085 -0.21
```

---

3.
# C4H4Br2

An isolated molecule of C4H4Br2 in a non-equilibrium geometry (ωB97M-V/def2-TZVPD, the Open Molecules 2025 dataset).

Results
- E (Ha) = -5302.73266
- SMILES string = Br[C@H]1[C@@H]2[C@@H](Br)[C@H]12
- strongest force on any atom (eV/A) = 4.5
- highest occupied orbital energy (Ha) = -0.3538
- E_LUMO (eV) = 0.8
- ΔE to the lowest compared entry with this formula, charge and spin (eV) = 1.718
- gap between HOMO and LUMO (eV) = 10.380

XYZ file:
```
10
Properties=species:S:1:pos:R:3:nbo_charge:R:1
Br 0.65883 -0.44644 -2.69505 0.05
C -0.82025 -0.20717 -0.18725 -0.23
H -1.59200 0.41322 -0.52231 0.23
H 0.73645 -1.67119 -0.51284 0.21
C 0.46894 -0.73317 -0.83927 -0.27
H 0.97283 1.38780 -0.38044 0.24
C 0.54353 0.48123 -0.02073 -0.27
Br -1.08009 1.45362 2.13362 0.09
H 0.17349 -0.81886 1.73870 0.23
C -0.06173 0.14095 1.28556 -0.29
```

---

4.
# C2H3N3

An isolated molecule of C2H3N3 in a non-equilibrium geometry (ωB97M-V/def2-TZVPD, the Open Molecules 2025 dataset).

Results
- E (Ha) = -242.14533
- strongest force on any atom (eV/A) = 3.6
- highest occupied orbital energy (Ha) = -0.3320
- E_LUMO (eV) = 1.0
- ΔE to the lowest compared entry with this formula, charge and spin (eV) = 3.465
- gap between HOMO and LUMO (eV) = 10.046

XYZ file:
```
8
Properties=species:S:1:pos:R:3:nbo_charge:R:1
H -2.13682 0.45909 -1.04346 0.26
C -1.25615 -0.17476 -0.72694 0.20
H 1.85804 -0.23899 0.93834 0.18
C 0.96421 -0.18402 0.48350 0.24
N -0.51214 -1.10643 -0.71486 -0.17
N 0.24098 0.85646 0.36087 -0.72
H 0.25590 1.73036 0.76620 0.39
N 0.58599 -1.34171 -0.06366 -0.38
```

---

5.
# C32H24F4N5P2RuS2

C32H24F4N5P2RuS2 as an isolated structure (ωB97M-V/def2-TZVPD, the Open Molecules 2025 dataset).

Results
- E (Ha) = -3479.98283
- strongest force on any atom (eV/A) = 0.3
- highest occupied orbital energy (spin up / spin down) (Ha) = -0.6012 / -0.6073
- charge = +3
- E_LUMO (spin up / spin down) (eV) = -10.5 / -11.6
- ΔE to the lowest compared entry with this formula, charge and spin (eV) = 0.000
- gap between HOMO and LUMO (spin up / spin down) (eV) = 5.888 / 4.945
- 2S+1 = 5

XYZ file:
```
70
Properties=species:S:1:pos:R:3:mulliken_spin:R:1
H -2.82795 -1.86499 4.37455 0.00
H -2.92595 -2.55483 -4.72717 0.00
H 1.14398 -3.11621 2.53649 0.00
P 1.53952 -0.82651 1.87208 0.01
H -1.89867 -4.16862 -3.11798 0.00
H 2.00872 -0.23147 4.13551 0.00
H -7.92128 -0.77064 0.41950 0.00
F 3.38454 0.33092 -5.78191 0.00
C 1.97951 -2.56029 2.11272 0.02
C -2.49457 -2.20841 -3.79754 0.00
C -2.58378 0.69177 6.57798 0.01
N 0.90629 0.24644 -1.06347 -0.04
H -2.93984 -0.12512 -4.14130 0.00
C -2.37727 1.52675 4.33236 0.01
H -2.60923 0.87704 7.64368 0.00
H -2.30645 2.76178 6.07776 0.00
C 7.14739 2.91896 -4.37523 0.05
C 7.90198 3.63714 -3.39921 -0.01
C -6.88868 -0.64770 0.71772 0.01
C 5.34602 2.33947 -2.78119 0.02
N -1.36678 -1.31948 -1.43916 0.07
H -0.92594 -3.30313 -1.01935 0.00
F 5.67616 1.50114 -6.31117 0.01
C -1.37160 -2.63046 -1.74043 -0.01
H 2.82261 -2.61369 2.80460 0.00
H -6.72725 1.31820 -0.13031 0.00
C -2.52375 0.22094 3.86376 0.02
N 8.31926 2.88181 -6.66760 0.06
C 2.19298 0.42822 -3.25125 -0.03
H 3.37751 -0.41625 0.37381 0.00
H -6.78022 -2.57877 1.65509 0.00
C -1.92148 -3.10797 -2.91163 0.01
P -2.62588 -0.07114 2.11513 0.04
H 0.88138 0.92340 3.38875 0.00
C 4.16420 1.73156 -2.53111 0.00
H -2.24698 2.35760 3.64954 -0.01
N 8.51294 4.21029 -2.61138 0.06
H 2.27321 -3.01258 1.16547 0.00
C 4.01724 0.98041 -4.82298 0.00
C -4.93190 -1.51581 1.80704 0.00
C -4.26214 -0.33114 1.48548 0.02
H -4.37544 1.61429 0.54430 -0.01
C 3.43227 1.02954 -3.52625 -0.01
C -2.72902 -0.60787 6.10397 0.00
Ru -0.32492 -0.59974 0.31370 2.71
C 1.55185 0.42047 -2.01551 0.05
C 1.36007 -0.22659 -4.21965 0.01
C -6.24895 -1.66811 1.41400 0.00
N 0.57341 -0.74885 -4.87548 -0.01
C -1.92516 -0.44612 -2.29790 0.00
H -1.90736 0.59877 -2.01867 0.01
F 5.94726 2.96744 -1.80382 0.00
S -1.53133 -1.85805 1.73304 0.46
H 2.83708 1.07911 1.17402 0.00
H 3.80589 -0.11197 2.06897 0.00
S -1.57927 1.32730 1.03445 0.45
H -4.44125 -2.30821 2.36101 0.00
H 0.29632 -0.66419 3.93516 -0.01
C -2.41085 1.75406 5.69920 0.01
F 3.64439 1.78915 -1.30180 0.00
C 1.13565 -0.13170 3.48700 0.02
C -6.21822 0.52818 0.40484 0.01
C -2.50326 -0.85854 -3.47842 0.00
C -4.89591 0.69538 0.78343 0.01
C 5.20186 1.58229 -5.09814 0.03
C 7.76105 2.89497 -5.66156 -0.01
H -2.86866 -1.42809 6.79481 0.00
C -2.70269 -0.85289 4.74180 0.00
C 3.03057 0.01555 1.31103 -0.01
C 5.94680 2.30580 -4.09520 -0.03
```

---

6.
# C4H7ClO

C4H7ClO as an isolated structure in a non-equilibrium geometry (ωB97M-V/def2-TZVPD, the Open Molecules 2025 dataset).

Results
- E (Ha) = -691.93857
- strongest force on any atom (eV/A) = 8.6
- highest occupied orbital energy (Ha) = -0.3496
- E_LUMO (eV) = 0.9
- ΔE to the lowest compared entry with this formula, charge and spin (eV) = 2.921
- gap between HOMO and LUMO (eV) = 10.379

XYZ file:
```
13
Properties=species:S:1:pos:R:3:nbo_charge:R:1
Cl 0.25433 0.91546 -1.88606 -0.07
H 0.77553 1.50107 1.04115 0.20
C 0.80687 -1.06620 0.15903 -0.47
H 1.91235 -1.02233 0.01954 0.24
H 0.82101 -0.50967 2.34930 0.19
H -1.14632 -0.27375 -0.41895 0.19
C -0.08043 0.00380 -0.38801 -0.20
C 0.14152 -0.63098 1.51957 0.13
C -0.14522 0.87185 0.79511 -0.42
H -1.61443 -0.98421 1.10289 0.45
H -0.96076 1.13317 1.24088 0.20
O -1.10990 -1.05336 1.81543 -0.68
H 0.43173 -2.05091 -0.30946 0.22
```

---

Please write out number 6 again, unchanged.
# C4H7ClO

C4H7ClO as an isolated structure in a non-equilibrium geometry (ωB97M-V/def2-TZVPD, the Open Molecules 2025 dataset).

Results
- E (Ha) = -691.93857
- strongest force on any atom (eV/A) = 8.6
- highest occupied orbital energy (Ha) = -0.3496
- E_LUMO (eV) = 0.9
- ΔE to the lowest compared entry with this formula, charge and spin (eV) = 2.921
- gap between HOMO and LUMO (eV) = 10.379

XYZ file:
```
13
Properties=species:S:1:pos:R:3:nbo_charge:R:1
Cl 0.25433 0.91546 -1.88606 -0.07
H 0.77553 1.50107 1.04115 0.20
C 0.80687 -1.06620 0.15903 -0.47
H 1.91235 -1.02233 0.01954 0.24
H 0.82101 -0.50967 2.34930 0.19
H -1.14632 -0.27375 -0.41895 0.19
C -0.08043 0.00380 -0.38801 -0.20
C 0.14152 -0.63098 1.51957 0.13
C -0.14522 0.87185 0.79511 -0.42
H -1.61443 -0.98421 1.10289 0.45
H -0.96076 1.13317 1.24088 0.20
O -1.10990 -1.05336 1.81543 -0.68
H 0.43173 -2.05091 -0.30946 0.22
```

---

E of number 3 (C4H4Br2)? -5302.73266 Ha